[1]
2 unconnected molecules or ions with the total composition C54H62F3N4, computed with ωB97M-V/def2-TZVPD.

CARTESIAN COORDINATES (ANGSTROEM)
C  -5.81  -1.12  -2.09
C  -5.78  -2.06  -0.88
C  -6.38  -3.42  -1.23
C  -6.50  -1.42  0.31
C  -7.86  -1.18  0.22
C  -8.56  -0.67  1.32
C  -7.89  -0.43  2.52
C  -6.52  -0.66  2.63
C  -5.78  -0.41  3.94
C  -6.64  -0.74  5.16
C  -5.28  1.03  3.98
C  -5.82  -1.11  1.50
N  -4.41  -1.38  1.60
N  -4.02  -2.61  2.01
N  -2.67  -2.59  1.92
C  -1.92  -3.77  2.31
C  -1.65  -4.77  1.36
C  -2.17  -4.66  -0.07
C  -3.06  -5.86  -0.40
C  -1.04  -4.52  -1.09
C  -0.87  -5.87  1.73
C  -0.37  -5.97  3.03
C  -0.70  -5.01  3.98
C  -1.52  -3.93  3.65
C  -1.95  -2.92  4.71
C  -0.87  -1.85  4.90
C  -2.31  -3.63  6.02
C  -2.21  -1.34  1.52
C  -0.83  -0.97  1.46
C  -0.49  0.40  1.61
C  0.83  0.82  1.51
C  1.81  -0.12  1.27
C  3.22  0.37  1.20
F  4.12  -0.60  0.89
F  3.36  1.38  0.27
F  3.60  0.91  2.42
C  1.53  -1.48  1.16
C  0.21  -1.90  1.26
C  -3.32  -0.56  1.25
C  -3.39  0.72  0.73
H  -5.34  -0.17  -1.83
H  -5.27  -1.57  -2.93
H  -6.85  -0.93  -2.39
H  -4.73  -2.21  -0.59
H  -6.33  -4.10  -0.36
H  -7.43  -3.31  -1.52
H  -5.84  -3.89  -2.05
H  -8.38  -1.40  -0.71
H  -9.62  -0.46  1.24
H  -8.44  -0.06  3.40
H  -4.91  -1.08  3.95
H  -7.06  -1.75  5.07
H  -6.05  -0.70  6.07
H  -7.47  -0.02  5.25
H  -4.66  1.25  3.10
H  -6.13  1.72  3.97
H  -4.68  1.21  4.88
H  -2.79  -3.75  -0.12
H  -3.89  -5.93  0.32
H  -3.49  -5.77  -1.40
H  -2.47  -6.79  -0.35
H  -0.45  -3.62  -0.90
H  -0.38  -5.40  -1.04
H  -1.45  -4.46  -2.10
H  -0.65  -6.63  0.98
H  0.28  -6.80  3.30
H  -0.32  -5.09  5.00
H  -2.86  -2.43  4.33
H  -0.65  -1.36  3.95
H  -1.20  -1.09  5.61
H  0.06  -2.31  5.27
H  -3.02  -4.44  5.83
H  -1.42  -4.05  6.50
H  -2.78  -2.93  6.72
H  -1.26  1.14  1.81
H  1.07  1.88  1.61
H  2.32  -2.20  0.99
H  -0.01  -2.97  1.19
H  -2.48  1.10  0.30
H  -4.34  1.23  0.65
C  4.07  5.79  -2.95
C  2.59  6.16  -3.00
C  2.30  6.93  -4.29
C  1.70  4.92  -2.97
C  2.27  7.05  -1.81
N  1.92  8.35  -1.97
C  1.76  8.99  -0.75
C  1.99  8.04  0.25
C  1.79  8.41  1.58
C  1.43  9.73  1.89
C  1.23  10.67  0.87
C  1.38  10.30  -0.48
C  2.31  6.76  -0.40
C  2.52  5.54  0.25
C  3.14  5.42  1.53
C  3.93  6.43  2.16
C  4.35  6.30  3.48
C  3.97  5.18  4.23
C  4.24  5.13  5.70
C  3.33  4.11  3.59
C  2.98  4.21  2.25
H  4.34  5.27  -2.02
H  4.32  5.13  -3.79
H  4.69  6.69  -3.03
H  1.26  7.26  -4.34
H  2.97  7.80  -4.40
H  2.47  6.28  -5.16
H  0.64  5.21  -2.92
H  1.84  4.32  -3.88
H  1.93  4.27  -2.11
H  1.80  8.83  -2.86
H  1.95  7.68  2.37
H  1.31  10.01  2.94
H  0.94  11.69  1.13
H  1.20  10.99  -1.30
H  2.19  4.60  -0.23
H  4.16  7.36  1.62
H  4.97  7.07  3.95
H  3.84  4.21  6.13
H  5.31  5.17  5.93
H  3.77  5.98  6.20
H  3.13  3.18  4.13
H  2.53  3.37  1.72

Properties
**Net charge**: +1
**Maximum force**: 2.7 eV/A
**Total energy**: -2613.28276 Eh
**2S+1**: 1
**Kohn-Sham gap**: 0.11437 Ha
**LUMO level**: -4.68 eV

Here are the Löwdin charges for atoms 1 to 6, given in e: -0.0599 -0.3766 -0.0600 -0.1242 -0.0293 -0.0480



[2]
8 unconnected molecules or ions with the total composition C26H74N6O8, computed with ωB97M-V/def2-TZVPD.

CARTESIAN COORDINATES (ANGSTROEM)
C  -18.95  11.37  6.35
O  -19.91  11.79  7.30
C  -19.44  12.46  8.38
C  -20.62  12.89  9.33
C  -20.08  13.93  10.32
N  -21.29  11.80  10.03
H  -18.45  12.16  5.80
H  -19.61  11.03  5.55
H  -18.42  10.56  6.85
H  -18.84  11.69  8.87
H  -18.88  13.35  8.08
H  -21.28  13.35  8.59
H  -19.63  14.67  9.67
H  -19.35  13.61  11.06
H  -20.92  14.43  10.80
H  -21.77  11.04  9.57
H  -22.12  12.09  10.54
C  -21.38  12.15  13.67
O  -20.97  12.70  14.87
C  -20.48  11.68  15.86
C  -20.03  12.45  17.29
C  -18.57  13.07  17.27
N  -19.97  11.57  18.41
H  -20.70  11.36  13.36
H  -21.50  12.85  12.84
H  -22.35  11.65  13.73
H  -21.24  10.92  16.06
H  -19.60  11.20  15.45
H  -20.78  13.20  17.51
H  -17.83  12.42  16.81
H  -18.22  13.28  18.28
H  -18.48  13.97  16.66
H  -20.90  11.34  18.74
H  -19.53  12.10  19.15
C  -15.57  11.19  14.60
O  -16.58  10.28  15.11
C  -16.44  8.81  14.97
C  -17.83  8.21  15.31
C  -19.05  8.44  14.35
N  -18.08  8.68  16.67
H  -15.33  10.99  13.56
H  -14.60  11.03  15.08
H  -15.84  12.25  14.63
H  -16.31  8.57  13.91
H  -15.62  8.55  15.64
H  -17.54  7.17  15.47
H  -18.72  8.15  13.36
H  -19.23  9.52  14.31
H  -19.97  7.96  14.69
H  -18.53  9.58  16.62
H  -17.13  8.84  16.97
C  -16.04  15.40  14.18
O  -16.83  15.92  13.11
C  -17.49  17.14  13.51
C  -18.79  17.41  12.72
C  -18.61  17.26  11.20
N  -19.45  18.67  13.04
H  -15.51  14.51  13.85
H  -16.53  15.09  15.10
H  -15.28  16.13  14.46
H  -17.43  17.37  14.57
H  -16.80  17.91  13.17
H  -19.48  16.62  13.04
H  -17.75  17.85  10.89
H  -19.54  17.53  10.71
H  -18.56  16.21  10.92
H  -20.39  18.57  12.70
H  -19.43  18.89  14.03
C  -21.79  18.10  16.43
O  -21.88  16.73  16.35
C  -23.01  16.13  15.83
C  -23.03  16.13  14.27
C  -24.11  15.35  13.51
N  -21.71  15.82  13.72
H  -22.56  18.68  16.93
H  -21.83  18.59  15.46
H  -20.86  18.39  16.93
H  -23.09  15.08  16.10
H  -23.97  16.51  16.19
H  -23.21  17.19  14.04
H  -23.86  15.10  12.48
H  -25.06  15.87  13.62
H  -24.21  14.39  14.02
H  -21.65  14.86  13.41
H  -20.98  15.74  14.41
C  -20.91  11.23  23.68
O  -19.78  11.92  24.09
C  -18.48  11.64  23.47
C  -18.45  11.60  21.91
C  -16.99  11.32  21.40
N  -18.67  12.92  21.39
H  -21.70  11.73  24.24
H  -20.73  10.18  23.94
H  -21.03  11.29  22.60
H  -17.78  12.39  23.84
H  -18.20  10.66  23.86
H  -19.14  10.85  21.52
H  -17.02  11.07  20.34
H  -16.53  10.49  21.92
H  -16.24  12.09  21.59
H  -19.30  13.35  22.05
H  -17.85  13.50  21.52
C  -17.85  10.36  11.60
O  -19.01  9.75  10.97
H  -17.93  10.44  12.68
H  -16.91  9.90  11.29
H  -17.80  11.40  11.28
H  -19.63  10.37  10.59
C  -16.06  15.30  19.90
O  -16.11  15.85  21.19
H  -16.99  14.78  19.69
H  -15.85  16.07  19.16
H  -15.31  14.51  19.84
H  -16.71  16.59  21.13

Properties
**SMILES**: COC[C@H](C)N.COC[C@H](C)N.COC[C@H](C)N.COC[C@H](C)N.COC[C@H](C)N.COC[C@H](C)N.CO.CO
**Maximum force**: 3.3 eV/A
**Total energy**: -1965.15964 Eh
**2S+1**: 1
**Kohn-Sham gap**: 0.33775 Ha
**LUMO level**: 0.46 eV

Here are the Löwdin charges for atoms 1 to 6, given in e: -0.0887 -0.2028 -0.2263 -0.3860 -0.0654 0.0452



[3]
2 unconnected molecules or ions with the total composition C2H2BrN, computed with ωB97M-V/def2-TZVPD.

CARTESIAN COORDINATES (ANGSTROEM)
C  -1.02  1.30  -0.24
C  1.22  -0.85  -0.27
N  -1.13  2.27  0.38
Br  2.29  0.65  0.08
H  -0.74  0.29  -0.41
H  1.21  -1.65  0.62

Properties
**Maximum force**: 2.9 eV/A
**Total energy**: -2705.99429 Eh
**2S+1**: 1
**Kohn-Sham gap (spin up / spin down)**: 0.28737 / 0.28770 Ha
**LUMO level (spin up / spin down)**: -1.78 / -1.77 eV

natural (NBO) charges in e: 0.0601 -0.2757 -0.3047 0.1577 0.2271 0.1356



[4]
A molecular structure, C33H32CaN6O7S, computed with ωB97M-V/def2-TZVPD.

CARTESIAN COORDINATES (ANGSTROEM)
Ca  11.56  9.35  19.42
C  10.11  5.31  18.89
C  9.36  6.59  18.97
N  9.75  7.85  19.05
C  8.59  8.63  19.08
C  7.47  7.81  18.96
N  8.00  6.52  18.93
C  5.99  8.01  18.95
O  5.55  9.24  19.07
O  5.27  7.03  18.91
C  8.69  10.11  19.04
O  7.62  10.70  18.86
O  9.88  10.70  19.14
H  11.19  5.51  19.00
H  9.90  4.88  17.89
H  9.78  4.59  19.66
H  7.39  5.71  18.95
H  6.32  9.90  18.97
C  13.48  11.30  16.44
C  14.67  11.14  17.27
C  16.01  10.81  16.77
C  14.71  11.30  18.61
C  13.81  11.86  19.56
C  14.56  11.95  20.77
C  14.46  13.04  21.59
C  13.48  14.01  21.31
C  12.50  13.73  20.34
C  12.64  12.61  19.47
H  13.30  10.50  15.74
H  13.58  12.25  15.92
H  12.59  11.41  17.05
H  16.20  11.06  15.74
H  16.22  9.70  16.81
H  16.75  11.31  17.40
H  15.71  11.24  19.03
H  15.28  11.16  20.98
H  15.11  13.10  22.45
H  13.41  14.89  21.91
H  11.62  14.32  20.20
H  11.91  12.42  18.67
C  11.37  10.58  24.22
C  11.51  10.67  22.82
N  11.33  9.57  22.01
C  11.00  8.40  22.57
C  10.89  8.21  23.97
C  11.08  9.35  24.80
C  10.52  6.89  24.44
C  10.84  6.27  25.65
C  12.02  6.58  26.42
C  12.17  6.17  27.78
C  13.35  6.58  28.42
N  14.33  7.26  27.81
C  14.10  7.53  26.54
N  13.03  7.27  25.84
H  11.53  11.45  24.86
H  11.81  11.59  22.33
H  10.89  7.55  21.89
H  10.96  9.23  25.86
H  9.82  6.37  23.79
H  10.18  5.45  25.99
H  11.40  5.59  28.30
H  13.50  6.38  29.46
H  14.88  8.06  26.01
N  10.91  8.75  16.34
C  11.15  8.93  14.97
C  10.68  10.09  14.27
C  11.00  10.26  12.91
C  11.71  9.22  12.23
C  12.22  8.07  12.93
C  11.95  7.94  14.29
S  12.04  9.52  10.43
O  11.08  8.57  9.83
O  13.49  9.25  10.16
O  11.76  10.97  10.30
H  11.02  7.75  16.54
H  9.91  8.87  16.54
H  10.13  10.86  14.82
H  10.72  11.15  12.35
H  12.75  7.31  12.37
H  12.37  7.13  14.91

Properties
**Net charge**: -2
**Maximum force**: 3.6 eV/A
**Total energy**: -3207.82690 Eh
**2S+1**: 1
**Kohn-Sham gap (spin up / spin down)**: 0.15795 / 0.11727 Ha
**LUMO level (spin up / spin down)**: 3.41 / 3.43 eV

Here are the Löwdin charges for atoms 1 to 6, given in e: 1.0183 -0.0296 -0.3654 0.0182 -0.1360 -0.0499